(1)
Computed, not measured: a molecular structure, C30H51NP2Ti, with ωB97M-V with the def2-TZVPD basis set.

Values from the calculation:
Strongest force on any atom in Eh/bohr: 0.0991
Relative energy (zero: lowest compared OMol25 entry of this formula, charge and spin) in kcal/mol: 35.1
Calculated total energy in Eh: -2760.321546
Frontier orbital gap (spin up / spin down) in eV: 6.695 / 6.864

Geometry as ORCA input:
```
! wB97M-V def2-TZVPD RIJCOSX def2/J DEFGRID3
* xyz 1 2
Ti 1.258 -1.504 0.069
C 0.532 -3.790 -0.109
C 0.507 -3.220 -1.409
C 2.636 -2.836 -0.489
C 1.832 -3.568 0.470
C 1.780 -2.589 -1.668
C -0.470 -4.735 0.431
H -1.469 -4.545 0.033
H -0.536 -4.750 1.529
H -0.238 -5.774 0.143
C 2.394 -4.230 1.679
H 1.635 -4.844 2.174
H 2.807 -3.511 2.401
H 3.213 -4.909 1.394
C 4.041 -2.398 -0.260
H 4.731 -3.257 -0.156
H 4.139 -1.798 0.668
H 4.400 -1.772 -1.096
C 2.151 -1.781 -2.844
H 3.202 -1.938 -3.085
H 2.034 -0.704 -2.642
H 1.526 -2.029 -3.712
C -0.541 -3.442 -2.422
H -0.245 -4.112 -3.243
H -0.837 -2.500 -2.882
H -1.459 -3.851 -1.995
C -2.105 -0.953 1.129
C -2.773 -1.809 0.327
C -3.307 -1.557 -1.028
C -2.932 -0.287 -1.862
C -1.516 -0.119 -2.257
C -0.517 0.330 -1.464
C -0.667 0.906 -0.078
C -1.832 0.493 0.885
H -4.410 -1.512 -0.977
H -3.216 0.596 -1.297
H -3.053 -2.440 -1.633
H -2.756 1.025 0.609
H -1.706 -1.347 2.084
H -2.905 -2.831 0.718
H -1.551 0.961 1.850
H 0.247 1.050 0.544
H 0.542 0.422 -1.844
H -0.974 1.977 -0.303
H -3.505 -0.283 -2.809
H -1.291 -0.449 -3.298
P -2.513 3.441 0.324
P 0.337 3.589 -0.983
C -2.049 5.017 -0.477
C -0.522 5.176 -0.666
H -2.435 5.864 0.115
H -2.582 5.124 -1.431
H -0.331 5.847 -1.513
H -0.086 5.678 0.213
C 2.102 4.008 -1.170
H 2.583 3.248 -1.806
H 2.563 4.060 -0.172
H 2.197 4.983 -1.661
C -0.178 3.366 -2.716
H -0.282 4.336 -3.201
H -1.134 2.842 -2.791
H 0.596 2.817 -3.253
C -2.217 3.908 2.072
H -2.278 3.012 2.703
H -2.969 4.636 2.401
H -1.227 4.355 2.205
C -4.355 3.490 0.284
H -4.723 4.121 -0.537
H -4.750 3.883 1.233
H -4.694 2.453 0.131
C 0.328 -2.329 3.429
C 1.416 -1.378 3.142
C 2.368 -0.789 3.986
C 3.136 0.118 3.196
C 2.636 0.069 1.896
C 2.955 0.865 0.697
N 1.593 -0.839 1.898
H -0.069 -2.868 2.551
H -0.530 -1.801 3.874
H 0.694 -3.083 4.141
H 2.477 -1.041 5.017
H 3.965 0.751 3.488
H 3.987 1.244 0.791
H 2.889 0.280 -0.259
H 2.310 1.763 0.571
*
```


(2)
Computed, not measured: 8 unconnected molecules or ions with the total composition C5H26N10O8, with ωB97M-V with the def2-TZVPD basis set.

Values from the calculation:
Strongest force on any atom in Eh/bohr: 0.1102
Relative energy (zero: lowest compared OMol25 entry of this formula, charge and spin) in kcal/mol: 59.3
Structure (SMILES): NC(N)=O.NC(N)=O.NC(N)=O.NC(N)=O.NC(N)=O.O.O.O
Calculated total energy in Eh: -1355.741701
Frontier orbital gap in eV: 8.598

Geometry as ORCA input:
```
! wB97M-V def2-TZVPD RIJCOSX def2/J DEFGRID3
* xyz 0 1
C -0.505 -3.891 1.223
O -0.759 -3.212 2.187
N -0.238 -5.202 1.253
N -0.415 -3.350 0.048
H 0.153 -5.701 0.467
H -0.500 -5.706 2.088
H -0.133 -3.960 -0.707
H -0.347 -2.360 -0.137
C 1.448 3.198 -0.439
O 2.371 2.550 -0.854
N 1.698 4.264 0.211
N 0.209 2.967 -0.761
H 2.690 4.452 0.225
H 1.040 4.794 0.765
H -0.055 2.396 -1.552
H -0.438 3.612 -0.331
C 0.636 0.846 2.293
O -0.168 0.292 1.567
N 0.333 1.326 3.492
N 1.933 0.901 2.050
H 1.089 1.777 3.987
H -0.579 1.339 3.927
H 2.334 0.851 1.124
H 2.407 1.517 2.694
C 1.772 -3.346 -3.680
O 2.058 -4.336 -4.283
N 0.609 -3.193 -3.072
N 2.473 -2.248 -3.522
H -0.071 -3.909 -3.283
H 0.260 -2.355 -2.629
H 3.434 -2.135 -3.811
H 2.018 -1.561 -2.938
C -3.005 2.508 2.282
O -2.850 1.881 3.297
N -2.244 2.368 1.233
N -3.895 3.454 2.250
H -2.599 2.972 0.506
H -1.539 1.651 1.132
H -4.172 3.951 1.416
H -4.499 3.548 3.054
O 2.484 -0.374 -1.521
H 2.514 0.529 -1.204
H 3.297 -0.483 -2.013
O -3.144 -0.558 -2.215
H -3.623 0.238 -1.984
H -2.323 -0.494 -1.728
O -0.669 -0.854 -0.804
H 0.024 -0.492 -1.357
H -0.517 -0.464 0.057
*
```


(3)
Computed, not measured: a single C6H7ClN2O4 molecule, with ωB97M-V with the def2-TZVPD basis set.

Values from the calculation:
Strongest force on any atom in Eh/bohr: 0.1169
Relative energy (zero: lowest compared OMol25 entry of this formula, charge and spin) in kcal/mol: 46.9
Structure (SMILES): COO[C@@H]1C=CN=C([N+](=O)[O-])[C@H]1Cl
Calculated total energy in Eh: -1103.174887
Frontier orbital gap in eV: 8.398

Geometry as ORCA input:
```
! wB97M-V def2-TZVPD RIJCOSX def2/J DEFGRID3
* xyz 0 1
C -0.948 -1.376 0.819
C -0.220 -0.174 1.400
C -1.652 -1.207 -0.380
C -0.856 1.133 1.139
C -1.251 1.000 -0.231
C 2.454 -1.089 -0.877
N -1.502 0.022 -0.993
N -0.682 2.051 -1.222
O -0.707 3.162 -0.722
O -0.261 1.770 -2.337
O 1.040 -0.051 0.640
O 1.256 -1.186 -0.062
Cl -2.212 1.628 2.281
H -0.674 -2.301 1.220
H 0.057 -0.176 2.494
H -2.353 -1.857 -1.044
H 0.029 1.823 1.322
H 2.942 -0.083 -0.993
H 2.276 -1.359 -1.930
H 3.264 -1.730 -0.525
*
```


(4)
Computed, not measured: a molecular structure, C31H38GeN7O4STl, with ωB97M-V with the def2-TZVPD basis set.

Values from the calculation:
Strongest force on any atom in Eh/bohr: 0.0204
Relative energy (zero: lowest compared OMol25 entry of this formula, charge and spin) in kcal/mol: 3.6
Calculated total energy in Eh: -4535.610133
Frontier orbital gap in eV: 7.330

Geometry as ORCA input:
```
! wB97M-V def2-TZVPD RIJCOSX def2/J DEFGRID3
* xyz 2 1
Tl -2.171 0.125 -0.064
O 0.110 1.807 4.382
C 0.149 0.846 3.455
O -0.444 -0.196 3.543
C 1.041 1.209 2.299
C 2.061 2.142 2.449
C 2.909 2.363 1.377
C 2.685 1.673 0.198
C 1.621 0.783 0.147
N 0.822 0.533 1.177
C 1.333 0.012 -1.111
O 1.548 0.481 -2.240
O 0.863 -1.166 -0.930
H -0.451 1.492 5.109
H 2.195 2.655 3.390
H 3.739 3.052 1.466
H 3.335 1.801 -0.657
H 1.717 1.839 -2.548
N -1.796 -1.851 1.518
C -2.982 -2.257 2.283
C -4.230 -2.229 1.418
N -4.472 -0.868 0.906
H -1.439 -2.629 0.971
H -1.052 -1.535 2.135
H -3.097 -1.565 3.121
H -2.872 -3.256 2.713
H -5.075 -2.617 1.993
H -4.089 -2.891 0.560
H -4.771 -0.254 1.658
H -5.225 -0.871 0.226
C -2.547 5.083 3.309
N -2.652 3.653 3.064
C -3.168 2.717 3.924
C -3.082 1.523 3.275
N -2.529 1.709 2.030
C -2.283 3.001 1.946
H -3.537 5.513 3.449
H -2.076 5.552 2.449
H -1.941 5.269 4.193
H -3.551 2.983 4.894
H -3.376 0.552 3.636
H -1.849 3.509 1.099
C 2.522 6.869 -3.910
C 2.350 5.427 -3.589
C 3.117 4.416 -4.122
C 2.858 3.107 -3.726
N 1.873 2.852 -2.859
C 1.055 3.813 -2.329
S -0.229 3.480 -1.366
N 1.376 5.098 -2.718
C 3.635 1.943 -4.233
H 3.314 7.011 -4.639
H 2.771 7.428 -3.006
H 1.594 7.279 -4.314
H 3.903 4.634 -4.826
H 0.777 5.819 -2.334
H 4.420 2.264 -4.910
H 2.967 1.254 -4.754
H 4.077 1.386 -3.405
Ge 0.275 -2.193 -2.416
C 1.835 -2.724 -3.397
C 2.523 -3.896 -3.088
C 3.635 -4.270 -3.829
C 4.058 -3.483 -4.890
C 3.369 -2.322 -5.217
C 2.263 -1.944 -4.472
C -0.670 -3.551 -1.435
C -0.044 -4.276 -0.417
C -0.735 -5.266 0.266
C -2.057 -5.545 -0.064
C -2.688 -4.830 -1.072
C -1.997 -3.834 -1.752
H -0.650 -1.239 -3.170
H 2.191 -4.533 -2.277
H 4.165 -5.182 -3.585
H 4.918 -3.782 -5.474
H 3.688 -1.724 -6.061
H 1.719 -1.044 -4.736
H 0.983 -4.064 -0.143
H -0.242 -5.826 1.049
H -2.590 -6.328 0.459
H -3.713 -5.055 -1.337
H -2.500 -3.286 -2.542
*
```


(5)
Computed, not measured: a molecular structure, C2H10O2S, with ωB97M-V with the def2-TZVPD basis set.

Values from the calculation:
Strongest force on any atom in Eh/bohr: 0.0456
Relative energy (zero: lowest compared OMol25 entry of this formula, charge and spin) in kcal/mol: 120.0
Calculated total energy in Eh: -630.332369
Frontier orbital gap (spin up / spin down) in eV: 7.811 / 6.820

Geometry as ORCA input:
```
! wB97M-V def2-TZVPD RIJCOSX def2/J DEFGRID3
* xyz 1 2
C -0.340 -1.097 -1.525
C -0.381 -0.089 -0.332
S -2.039 0.431 0.069
H -1.056 -1.882 -1.252
H 0.643 -1.515 -1.774
H -0.782 -0.490 -2.339
H 0.090 -0.514 0.573
H 0.247 0.775 -0.586
H -4.066 0.598 3.052
H 3.430 -0.286 -0.642
H -4.186 0.274 2.379
O 2.504 -0.258 -0.448
H 2.243 2.121 1.270
H 2.055 0.548 0.473
O 1.638 1.384 1.082
*
```


(6)
Computed, not measured: a molecular structure, C5H8O2, with ωB97M-V with the def2-TZVPD basis set.

Values from the calculation:
Strongest force on any atom in Eh/bohr: 0.0379
Relative energy (zero: lowest compared OMol25 entry of this formula, charge and spin) in kcal/mol: 97.7
Calculated total energy in Eh: -345.649203
Frontier orbital gap in eV: 10.200

Geometry as ORCA input:
```
! wB97M-V def2-TZVPD RIJCOSX def2/J DEFGRID3
* xyz 0 1
O 2.499 0.466 1.098
C 1.873 -0.003 -0.079
C 0.408 -0.141 0.211
O -0.299 1.062 0.519
C -1.451 0.205 0.444
C -1.903 0.247 -0.961
C -0.752 -0.685 -0.605
H 1.955 1.196 1.428
H 2.088 0.636 -0.945
H 2.255 -1.010 -0.277
H 0.325 -0.727 1.199
H -1.495 -0.348 1.405
H -1.789 1.174 -1.523
H -2.793 -0.321 -1.227
H -0.922 -1.753 -0.688
*
```